A molecular structure, C4H12FO4Sr2 in a non-equilibrium geometry. Source: the Open Molecules 2025 dataset; level of theory: ωB97M-V/def2-TZVPD.

Values from the calculation:
**Energy above the lowest of the compared OMol25 structures with the same formula, charge and spin**: 29.0 kcal per mole
**Electronic energy**: -620.8314 a.u.
**Gap between HOMO and LUMO**: 4.46 eV
**Total charge**: +3

Each line ends with the Löwdin charge.
CARTESIAN COORDINATES (ANGSTROEM)
Sr1 -3.06 0.04 -2.70  1.881
Sr2 -2.97 -0.51 2.05  1.843
F1 -2.19 -0.08 -0.33  -0.707
C1 0.10 -2.88 1.71  -0.141
C2 0.27 -2.66 0.21  -0.279
O1 0.31 -1.37 -0.10  -0.042
O2 -1.10 -2.27 2.25  -0.218
H1 0.99 -2.53 2.22  0.147
H2 0.07 -3.95 1.87  0.143
H3 -0.56 -3.10 -0.35  0.126
H4 1.16 -3.02 -0.30  0.158
H5 -0.55 -1.02 -0.33  0.019
H6 -1.15 -2.49 3.18  0.098
C3 0.49 2.28 -0.43  -0.234
C4 1.45 3.39 -1.03  -0.166
O3 2.40 2.82 -1.94  -0.064
O4 -0.46 1.76 -1.29  -0.126
H7 -0.09 2.87 0.28  0.116
H8 0.94 1.40 0.02  0.122
H9 2.03 3.92 -0.27  0.132
H10 0.94 4.04 -1.74  0.123
H11 2.11 1.96 -2.24  0.075
H12 -1.14 1.39 -0.72  -0.004